Record 1
ORCA calculation (wB97M-V/def2-TZVPD) on a structure of composition C41H42P2Sr in a non-equilibrium geometry.

The geometry in XYZ format:
```
86
Properties=species:S:1:pos:R:3
Sr 0.10 2.01 -4.91
C 2.40 2.45 -5.82
C 3.03 2.73 -4.65
C 3.30 4.09 -4.15
C 2.15 5.12 -4.38
C 0.79 4.49 -4.29
C -0.06 4.42 -5.36
C 0.39 3.94 -6.74
C 1.87 3.46 -6.84
C -1.02 0.79 0.42
H 2.43 1.41 -6.17
H 3.61 1.92 -4.21
H 4.15 4.53 -4.68
H 3.60 4.07 -3.09
H 2.26 5.85 -3.57
H 2.31 5.71 -5.30
H 0.39 4.36 -3.26
H -1.15 4.67 -5.29
H 0.23 4.71 -7.52
H -0.35 3.18 -7.10
H 1.86 2.92 -7.81
H 2.58 4.31 -6.92
H -1.33 -0.01 -0.26
H -1.60 0.77 1.36
H 0.04 0.67 0.64
P 2.16 0.32 -0.68
P -1.15 2.41 -0.31
C 1.62 2.03 -1.03
C 0.47 2.81 -0.93
C 3.87 0.64 -0.04
C 4.72 1.73 -0.31
C 6.00 1.78 0.27
C 6.42 0.76 1.12
C 5.59 -0.34 1.38
C 4.34 -0.40 0.77
C 2.60 -0.44 -2.23
C 1.82 -0.01 -3.31
C 1.64 -0.88 -4.40
C 2.41 -2.06 -4.47
C 3.43 -2.29 -3.54
C 3.56 -1.44 -2.43
C -1.78 3.59 0.88
C -1.05 3.81 2.07
C -1.51 4.73 3.01
C -2.69 5.45 2.78
C -3.43 5.22 1.62
C -2.99 4.29 0.68
C -2.27 2.16 -1.71
C -3.23 1.13 -1.66
C -3.78 0.64 -2.85
C -3.47 1.26 -4.07
C -2.82 2.51 -4.06
C -2.23 2.96 -2.87
H 2.48 2.63 -1.40
H 0.58 3.90 -1.12
H 4.43 2.54 -0.97
H 6.68 2.61 0.06
H 7.40 0.79 1.61
H 5.88 -1.15 2.05
H 3.71 -1.26 0.94
H 1.34 0.98 -3.17
H 0.86 -0.75 -5.18
H 2.29 -2.78 -5.28
H 4.19 -3.06 -3.70
H 4.42 -1.50 -1.75
H -0.12 3.25 2.23
H -0.93 4.90 3.92
H -3.04 6.18 3.51
H -4.36 5.76 1.44
H -3.56 4.09 -0.23
H -3.46 0.63 -0.70
H -4.46 -0.22 -2.82
H -3.85 0.85 -4.99
H -2.83 3.15 -4.94
H -1.78 3.97 -2.86
C 1.17 -3.98 1.34
C 1.31 -2.74 1.99
C 1.31 -1.57 1.21
C 1.29 -1.62 -0.16
C 0.98 -2.85 -0.81
C 0.95 -4.04 -0.04
H 1.23 -4.89 1.94
H 1.43 -2.66 3.07
H 1.40 -0.60 1.71
H 0.75 -2.92 -1.88
H 0.78 -5.01 -0.51
```

Computed properties:
calculated total energy	-62600.22483	eV
frontier orbital gap (alpha / beta)	3.48 / 3.48	eV
largest force on an atom	3.2	eV Å⁻¹
highest occupied orbital energy (alpha / beta)	-3.5 / -3.5	eV
LUMO (alpha / beta)	-0.01 / -0.02	eV

Atomic partial charges in e from the Mulliken method, atoms 1 to 4: number 1, Sr, carries 0.796; number 2, C, carries -2.008; number 3, C, carries 0.636; number 4, C, carries -0.337

=====

Record 2
ORCA calculation (wB97M-V/def2-TZVPD) on an isolated molecule of C5H6O2S in a non-equilibrium geometry.

The geometry in XYZ format:
```
14
Properties=species:S:1:pos:R:3
C -0.51 1.57 -0.63
C 0.50 0.38 -0.72
C 1.17 0.00 0.57
C 0.69 -0.93 1.36
O -0.50 -1.54 1.16
C -1.10 -1.75 -0.03
O -2.16 -2.33 -0.14
S -0.25 -1.08 -1.46
H -1.03 1.78 -1.56
H 0.00 2.47 -0.36
H -1.26 1.47 0.17
H 1.28 0.65 -1.48
H 2.10 0.55 0.82
H 1.07 -1.26 2.29
```

Computed properties:
calculated total energy	-20211.77426	eV
frontier orbital gap	10.10	eV
largest force on an atom	1.9	eV Å⁻¹
highest occupied orbital energy	-9.6	eV
LUMO	0.55	eV
energy relative to the best compared isomer or geometry (same formula, charge and spin)	41.7	kJ/mol

Atomic partial charges in e from the natural (NBO) method, atoms 1 to 4: number 1, C, carries -0.614; number 2, C, carries -0.387; number 3, C, carries -0.273; number 4, C, carries 0.136

=====

Record 3
ORCA calculation (wB97M-V/def2-TZVPD) on a structure of composition C23H18Co2O11 in a non-equilibrium geometry.

The geometry in XYZ format:
```
54
Properties=species:S:1:pos:R:3
C -7.48 -4.15 0.16
O -6.88 -2.89 0.46
C -5.71 -2.55 -0.14
C -5.17 -1.28 0.22
C -3.96 -0.87 -0.31
C -3.27 -1.65 -1.24
C -1.96 -1.11 -1.80
C -0.79 -1.57 -1.04
C -0.28 -2.86 -1.45
O -0.69 -3.50 -2.41
O 0.75 -3.39 -0.71
C 0.75 -2.97 0.68
C -0.46 -3.55 1.42
C 2.07 -3.58 1.17
O 0.78 -1.55 0.77
C -0.23 -0.88 0.09
O -0.59 0.22 0.45
C -3.80 -2.89 -1.61
C -5.01 -3.35 -1.09
H -8.37 -4.15 0.79
H -7.77 -4.21 -0.90
H -6.83 -4.99 0.41
H -5.71 -0.65 0.93
H -3.50 0.08 -0.02
H -1.82 -1.54 -2.80
H -1.96 -0.02 -1.80
H -1.40 -3.22 0.97
H -0.40 -4.64 1.39
H -0.43 -3.21 2.47
H 2.88 -3.28 0.50
H 2.30 -3.26 2.19
H 1.97 -4.67 1.13
H -3.24 -3.51 -2.31
H -5.41 -4.32 -1.39
O 7.10 6.36 2.44
C 6.42 5.95 1.61
Co 5.45 5.31 0.31
C 4.91 6.83 -0.41
O 4.69 7.86 -0.87
C 6.94 4.92 -0.52
O 7.99 4.71 -0.97
C 4.29 3.93 1.29
C 2.96 3.63 1.41
C 1.93 3.15 2.14
Co 3.37 4.08 -0.28
C 2.30 5.53 -0.58
O 1.57 6.38 -0.86
C 2.48 2.69 -0.87
O 2.03 1.66 -1.12
C 4.34 3.98 -1.77
O 4.81 3.68 -2.79
H 5.05 3.36 1.85
H 1.03 2.86 1.58
H 1.96 3.06 3.24
```

Computed properties:
calculated total energy	-121918.07289	eV
frontier orbital gap	5.74	eV
total charge	-2
largest force on an atom	5.0	eV Å⁻¹
highest occupied orbital energy	-2.0	eV
LUMO	3.77	eV
energy relative to the best compared isomer or geometry (same formula, charge and spin)	0.0	kJ/mol

Atomic partial charges in e from the natural (NBO) method, atoms 1 to 4: number 1, C, carries -0.247; number 2, O, carries -0.513; number 3, C, carries 0.270; number 4, C, carries -0.274

=====

Record 4
ORCA calculation (wB97M-V/def2-TZVPD) on a structure of composition C8H19CoNO5 in a non-equilibrium geometry.

The geometry in XYZ format:
```
34
Properties=species:S:1:pos:R:3
Co -0.77 0.60 1.23
O -2.34 -0.75 1.21
C -2.37 -1.32 2.47
C -1.02 -1.34 3.23
O -0.29 -0.19 3.11
H -2.77 -2.36 2.45
H -3.09 -0.74 3.11
H -0.43 -2.24 2.88
H -1.26 -1.59 4.30
O -0.39 2.53 1.83
C -1.10 3.38 1.00
C -1.38 2.86 -0.43
O -1.59 1.50 -0.54
H -0.60 4.36 0.88
H -2.09 3.59 1.48
H -0.46 3.13 -1.03
H -2.21 3.45 -0.87
C 1.63 1.34 -1.29
C 0.92 0.01 -1.14
C 1.48 -1.05 -2.09
O 1.10 -2.33 -1.65
C 1.51 -3.36 -2.52
N 0.92 -0.38 0.31
H 2.60 1.30 -0.76
H 1.08 2.16 -0.84
H 1.87 1.58 -2.33
H -0.13 0.20 -1.39
H 2.58 -0.96 -2.13
H 1.06 -0.88 -3.09
H 1.03 -4.27 -2.19
H 2.60 -3.46 -2.48
H 1.22 -3.11 -3.55
H 1.90 -0.28 0.60
H 0.79 -1.39 0.24
```

Computed properties:
calculated total energy	-57955.09588	eV
frontier orbital gap (alpha / beta)	4.11 / 4.13	eV
multiplicity	4
total charge	-2
largest force on an atom	2.4	eV Å⁻¹
highest occupied orbital energy (alpha / beta)	0.6 / 0.6	eV
LUMO (alpha / beta)	4.70 / 4.70	eV
energy relative to the best compared isomer or geometry (same formula, charge and spin)	0.0	kJ/mol
⟨S²⟩	3.76

Atomic partial charges in e from the natural (NBO) method, atoms 1 to 4: number 1, Co, carries 1.509; number 2, O, carries -0.957; number 3, C, carries -0.068; number 4, C, carries -0.051